22
Properties=species:S:1:pos:R:3:forces:R:3 method="wB97M-V/def2-TZVPD" e_above_lowest_kj_mol=105.7 total_charge=0 total_energy_ev=-19226.201 e_homo_ha=-0.336
C 1.37597 -3.55335 0.19012 0.71 0.69 -0.11
N 1.35793 -1.11450 1.74753 -0.41 0.96 -0.79
C 0.19003 -1.68560 1.07700 1.02 -1.51 -1.65
N 0.17126 -2.72894 0.30489 -0.09 1.93 2.14
H 1.60197 -3.68958 -0.88653 -0.30 -0.30 0.61
H 1.17570 -4.51588 0.70333 0.12 0.46 -0.55
H 2.27545 -3.07459 0.64209 -0.61 -0.37 -0.15
H 1.41761 -0.08041 1.53152 -0.06 -1.46 -0.30
H 1.00811 -1.03242 2.67934 0.17 -0.17 1.28
H -0.71383 -1.13949 1.31416 -0.57 -0.16 -0.49
C -0.66487 0.77376 -1.97329 -0.46 -0.35 -0.19
C -0.25186 1.92530 -1.05289 0.12 0.50 0.56
C -1.32572 2.19708 0.03858 0.35 -0.44 -0.89
S -0.71568 3.42639 1.19633 -0.14 0.95 0.61
H 0.15288 0.44499 -2.65227 -0.57 0.42 0.32
H -1.57001 1.08661 -2.58219 1.04 -0.58 0.62
H -0.91825 -0.13691 -1.35508 0.06 0.93 -0.65
H 0.69550 1.71241 -0.51685 -0.39 -0.17 -0.27
H -0.03476 2.89293 -1.55155 -0.28 -0.65 -0.14
H -1.44713 1.25763 0.60044 -0.33 0.38 -0.11
H -2.28362 2.50948 -0.40589 0.33 -0.24 0.26
H -1.49667 4.52508 0.95120 0.29 -0.82 -0.12